ORCA calculation (ωB97M-V/def2-TZVPD) on 23 unconnected molecules or ions with the total composition C54H150N4O23 at a distorted geometry.

Computed properties:
<S²>: 0.754
F_max (eV/Å): 3.70
Calculated total energy (hartree): -4096.35454
Orbital gap (spin up / spin down) (eV): 7.767 / 3.510

```
! wB97M-V def2-TZVPD RIJCOSX def2/J DEFGRID3
* xyz 1 2
C 22.794 -6.799 12.534
C 23.408 -8.165 12.624
O 23.668 -8.442 13.981
H 21.813 -6.696 12.998
H 22.589 -6.464 11.517
H 23.478 -6.162 13.094
H 24.184 -8.390 11.892
H 22.637 -8.893 12.368
H 23.043 -9.142 14.185
C 25.312 -9.637 17.086
C 25.033 -10.645 18.249
O 24.130 -11.669 17.746
H 25.675 -8.676 17.449
H 24.414 -9.334 16.547
H 26.115 -9.958 16.422
H 24.553 -10.238 19.139
H 25.948 -11.162 18.540
H 23.239 -11.314 17.797
C 28.458 -3.760 8.056
C 27.495 -2.789 7.281
O 28.006 -2.707 5.950
H 28.602 -4.667 7.469
H 28.065 -4.085 9.019
H 29.440 -3.299 8.156
H 27.529 -1.805 7.747
H 26.451 -3.102 7.289
H 28.499 -1.904 5.769
C 33.815 -9.671 15.030
C 35.023 -9.446 15.918
O 35.978 -8.575 15.327
H 33.042 -10.382 15.323
H 34.244 -9.924 14.061
H 33.357 -8.698 14.851
H 35.558 -10.360 16.174
H 34.668 -9.004 16.849
H 35.574 -7.718 15.481
C 31.917 -2.985 18.260
C 31.064 -3.882 19.183
O 31.406 -3.707 20.566
H 32.017 -1.938 18.548
H 31.361 -2.953 17.323
H 32.916 -3.381 18.079
H 30.833 -4.904 18.884
H 30.041 -3.515 19.100
H 30.597 -3.840 21.067
C 26.367 -12.026 10.561
C 26.014 -11.068 11.723
O 26.227 -11.681 13.009
H 26.046 -11.549 9.635
H 25.935 -13.026 10.524
H 27.438 -12.207 10.655
H 24.974 -10.756 11.629
H 26.585 -10.143 11.806
H 27.141 -11.938 13.148
C 31.568 -3.012 10.224
C 32.344 -3.508 11.430
O 31.866 -3.063 12.714
H 32.018 -3.318 9.280
H 31.479 -1.926 10.246
H 30.561 -3.422 10.301
H 33.311 -3.010 11.360
H 32.448 -4.593 11.411
H 31.839 -2.104 12.731
C 29.110 -11.371 15.672
C 28.431 -12.491 14.938
O 28.727 -12.492 13.547
H 30.162 -11.289 15.399
H 29.052 -11.540 16.748
H 28.752 -10.347 15.566
H 27.346 -12.405 14.991
H 28.564 -13.463 15.412
H 29.609 -12.832 13.382
C 24.240 -2.683 11.299
C 23.631 -1.908 12.483
O 22.277 -1.800 12.308
H 24.106 -3.757 11.424
H 25.292 -2.422 11.419
H 23.977 -2.308 10.310
H 23.992 -0.885 12.585
H 23.919 -2.385 13.419
H 22.208 -1.305 11.488
C 30.551 -7.767 6.559
C 29.365 -8.603 7.077
C 29.557 -8.609 8.620
C 28.274 -9.033 9.364
C 27.144 -8.089 8.914
C 26.851 -8.037 7.372
N 28.151 -7.884 6.674
O 27.883 -7.834 5.263
C 26.020 -9.343 6.884
C 25.992 -6.767 7.077
C 29.399 -10.058 6.452
H 31.498 -8.113 6.971
H 30.501 -6.685 6.681
H 30.738 -8.011 5.513
H 30.375 -9.290 8.853
H 29.995 -7.682 8.990
H 28.559 -8.869 10.403
H 27.850 -10.032 9.257
H 27.205 -7.095 9.357
H 26.249 -8.518 9.365
H 25.621 -9.182 5.883
H 26.677 -10.208 6.974
H 25.079 -9.496 7.412
H 25.175 -6.624 7.784
H 26.563 -5.871 7.320
H 25.709 -6.529 6.052
H 28.662 -10.724 6.900
H 30.401 -10.430 6.240
H 29.069 -9.994 5.416
H 27.968 -6.907 5.029
C 29.845 -15.512 12.459
C 30.898 -14.809 11.492
C 30.351 -14.907 10.019
C 31.045 -14.024 9.065
C 30.995 -12.551 9.541
C 31.587 -12.289 11.009
N 31.060 -13.368 11.933
O 31.401 -13.231 13.282
C 33.077 -12.250 10.846
C 31.078 -10.919 11.511
C 32.231 -15.552 11.496
H 28.880 -15.006 12.408
H 30.215 -15.324 13.466
H 29.589 -16.541 12.207
H 30.474 -15.957 9.757
H 29.295 -14.639 9.977
H 30.567 -14.141 8.092
H 32.050 -14.430 8.952
H 29.952 -12.235 9.540
H 31.433 -11.907 8.778
H 33.247 -11.362 10.237
H 33.585 -12.199 11.809
H 33.468 -13.098 10.283
H 31.672 -10.065 11.189
H 30.056 -10.723 11.186
H 31.012 -10.864 12.598
H 33.110 -15.005 11.155
H 32.141 -16.513 10.988
H 32.522 -15.721 12.532
H 32.226 -13.679 13.480
C 27.745 -4.786 12.152
C 28.099 -6.079 12.940
C 29.528 -6.564 12.517
C 30.030 -7.727 13.340
C 29.995 -7.328 14.803
C 28.693 -6.653 15.386
N 28.141 -5.690 14.363
O 26.889 -5.106 14.755
C 27.701 -7.664 15.898
C 29.252 -5.898 16.544
C 27.039 -7.225 12.595
H 26.865 -4.266 12.530
H 27.456 -4.983 11.120
H 28.582 -4.098 12.034
H 29.527 -6.657 11.431
H 30.220 -5.748 12.728
H 31.088 -7.841 13.107
H 29.526 -8.668 13.119
H 30.882 -6.713 14.951
H 30.193 -8.173 15.461
H 28.103 -8.061 16.831
H 26.716 -7.316 16.210
H 27.432 -8.492 15.242
H 28.517 -5.313 17.097
H 29.642 -6.529 17.344
H 30.036 -5.180 16.306
H 27.378 -8.245 12.775
H 26.864 -7.211 11.519
H 26.183 -7.079 13.255
H 26.287 -5.854 14.729
C 34.420 -9.253 8.324
C 34.973 -7.824 8.666
C 33.759 -6.937 9.389
C 33.718 -7.319 10.834
C 35.083 -7.085 11.524
C 36.266 -7.950 10.943
N 36.220 -7.902 9.466
O 37.284 -8.533 8.902
C 37.594 -7.378 11.460
C 36.265 -9.409 11.467
C 35.219 -7.046 7.330
H 33.677 -9.151 7.532
H 34.002 -9.722 9.214
H 35.254 -9.833 7.928
H 33.952 -5.864 9.420
H 32.753 -7.148 9.028
H 33.325 -8.331 10.933
H 32.921 -6.827 11.391
H 34.860 -7.327 12.563
H 35.456 -6.060 11.528
H 38.480 -7.960 11.205
H 37.795 -6.409 11.004
H 37.671 -7.230 12.538
H 37.266 -9.831 11.559
H 35.951 -9.395 12.511
H 35.743 -10.220 10.960
H 35.938 -7.474 6.631
H 35.584 -6.079 7.674
H 34.346 -6.853 6.708
H 37.106 -9.441 9.158
O 29.247 -2.861 14.195
H 30.058 -3.059 13.727
H 28.870 -3.717 14.396
O 24.465 -6.616 18.641
H 24.491 -5.721 18.979
H 24.572 -6.518 17.695
O 31.304 -9.148 18.005
H 31.743 -9.475 18.790
H 30.371 -9.268 18.185
O 27.159 -2.705 17.226
H 26.511 -2.006 17.143
H 26.986 -3.283 16.483
O 27.838 -1.280 12.500
H 28.421 -1.928 12.896
H 27.387 -0.878 13.242
O 24.318 -6.559 15.737
H 24.189 -7.331 15.186
H 23.460 -6.135 15.761
O 32.711 -6.841 17.261
H 32.099 -6.125 17.436
H 32.162 -7.625 17.238
O 28.033 -6.647 19.972
H 27.761 -5.729 19.964
H 28.935 -6.633 19.654
O 27.229 -3.932 19.717
H 27.612 -3.222 20.232
H 27.152 -3.573 18.833
O 28.782 -9.668 18.895
H 27.926 -9.388 19.217
H 28.968 -10.474 19.378
*
```